(1)
Entry from the Open Molecules 2025 dataset: a structure of composition C34H29F6MoN3O14S2Te (ωB97M-V with the def2-TZVPD basis set).

As for the spin multiplicity: 4. The largest force on an atom comes out at 0.8 eV Å⁻¹. The calculation puts the gap between HOMO and LUMO (alpha / beta) at 6.58 / 6.15 eV. Its relative energy (zero: lowest compared OMol25 entry of this formula, charge and spin) is 7.6 kcal/mol. The net charge is -1. The calculation puts the energy at -115987.7879 eV. As for the expectation value of S²: 3.77.

Each line ends with the Mulliken charge.
Atoms and positions in Å:
1 Mo -2.083 0.237 -0.005  0.363
2 O -0.278 -0.125 5.964  -0.592
3 C -0.602 -0.015 4.818  0.249
4 C -1.898 0.628 4.299  -0.118
5 O -2.749 1.154 4.973  -0.644
6 C -1.814 0.463 2.848  0.841
7 C -0.636 -0.141 2.469  0.079
8 O -0.436 -0.303 1.188  1.315
9 C 0.213 -0.471 3.603  -0.544
10 O 1.316 -0.967 3.628  -0.683
11 O -2.625 0.832 1.906  -0.704
12 F -4.094 -5.718 1.797  -0.215
13 C -3.281 -4.759 2.251  0.444
14 F -3.509 -4.600 3.555  -0.199
15 F -2.020 -5.165 2.092  -0.205
16 S -3.574 -3.155 1.377  1.103
17 O -2.608 -2.248 1.918  -0.512
18 O -4.967 -2.896 1.550  -0.670
19 N -3.268 -3.603 -0.107  -0.534
20 S -2.339 -2.964 -1.148  1.164
21 O -1.538 -1.841 -0.652  -0.391
22 O -2.924 -2.825 -2.439  -0.781
23 C -1.013 -4.228 -1.365  0.526
24 F -1.536 -5.398 -1.723  -0.221
25 F -0.171 -3.834 -2.327  -0.214
26 F -0.322 -4.389 -0.239  -0.191
27 O -2.924 2.155 -0.272  -0.302
28 C -4.083 2.419 -0.587  -0.630
29 C -5.170 1.526 -0.809  0.983
30 C -6.378 2.089 -1.250  -0.591
31 C -7.452 1.280 -1.495  -0.587
32 C -7.378 -0.114 -1.301  -0.485
33 C -6.218 -0.682 -0.870  -0.806
34 C -5.069 0.114 -0.613  0.337
35 O -4.006 -0.457 -0.193  0.684
36 N -8.695 1.872 -1.956  1.030
37 O -9.640 1.133 -2.164  -0.648
38 O -8.732 3.080 -2.123  -0.648
39 H -4.307 3.482 -0.723  0.290
40 H -6.462 3.156 -1.400  0.537
41 H -8.254 -0.716 -1.494  0.517
42 H -6.133 -1.746 -0.692  0.432
43 C -0.454 0.580 -3.624  -1.476
44 C -1.099 0.625 -2.273  0.529
45 O -2.352 0.333 -2.158  -0.483
46 N -0.479 0.880 -1.154  0.467
47 Te 1.640 -0.111 -0.872  0.787
48 C 3.248 -0.895 0.356  0.105
49 C 3.764 -2.133 -0.059  1.045
50 C 3.149 -2.943 -1.173  -1.805
51 C 4.890 -2.637 0.581  -0.969
52 C 5.494 -1.961 1.635  0.544
53 C 6.686 -2.545 2.341  -1.660
54 C 4.933 -0.766 2.056  -0.904
55 C 3.806 -0.222 1.445  1.380
56 C 3.250 1.059 1.993  -1.367
57 C 2.501 1.821 -1.011  0.623
58 C 3.676 1.943 -1.765  0.614
59 C 4.318 0.775 -2.468  -1.492
60 C 4.294 3.187 -1.854  -1.006
61 C 3.775 4.305 -1.218  0.606
62 C 4.467 5.638 -1.297  -1.600
63 C 2.607 4.157 -0.486  -0.898
64 C 1.950 2.935 -0.365  1.075
65 C 0.692 2.914 0.461  -1.290
66 H -1.177 0.863 -4.388  0.429
67 H -0.139 -0.448 -3.824  0.265
68 H 0.420 1.229 -3.663  0.232
69 H 2.071 -3.055 -1.056  0.193
70 H 3.582 -3.943 -1.189  0.439
71 H 3.324 -2.487 -2.153  0.339
72 H 5.295 -3.591 0.257  0.375
73 H 7.294 -3.144 1.663  0.397
74 H 6.367 -3.194 3.161  0.303
75 H 7.315 -1.763 2.767  0.383
76 H 5.365 -0.245 2.905  0.404
77 H 3.386 1.086 3.074  0.547
78 H 2.183 1.139 1.805  -0.432
79 H 3.746 1.928 1.553  0.461
80 H 3.602 0.237 -3.094  0.186
81 H 4.730 0.059 -1.753  0.259
82 H 5.130 1.120 -3.108  0.464
83 H 5.206 3.278 -2.435  0.321
84 H 5.294 5.612 -2.006  0.360
85 H 4.868 5.927 -0.323  0.309
86 H 3.775 6.423 -1.609  0.364
87 H 2.187 5.018 0.025  0.445
88 H 0.797 3.594 1.307  0.510
89 H 0.445 1.925 0.839  -0.631
90 H -0.164 3.232 -0.137  0.478

=====

(2)
Entry from the Open Molecules 2025 dataset: a cluster of 6 separate species, C40H49Cl2N5O10P2S in total at a distorted geometry (ωB97M-V with the def2-TZVPD basis set).

Its structure (SMILES) is CCCCCCC[PH2]([PH2]=S)[C@H](Cl)[C@H](C)Cl.O=[N+]([O-])c1ccccc1.O=[N+]([O-])c1ccccc1.O=[N+]([O-])c1ccccc1.O=[N+]([O-])c1ccccc1.O=[N+]([O-])c1ccccc1. The largest force on an atom comes out at 2.3 eV Å⁻¹. The calculation puts the gap between HOMO and LUMO at 7.18 eV. Its relative energy (zero: lowest compared OMol25 entry of this formula, charge and spin) is 0.0 kcal/mol. The calculation puts the energy at -124642.4381 eV.

Each line ends with the Mulliken charge.
Atoms and positions in Å:
1 C 5.580 6.141 -0.373  -1.145
2 C 4.431 5.109 -0.044  -0.467
3 C 3.901 4.441 -1.355  -0.638
4 C 2.475 5.008 -1.680  -1.089
5 C 1.573 3.988 -2.462  -0.778
6 C 0.072 4.244 -2.102  -0.610
7 C -0.737 2.944 -1.716  -0.750
8 P -1.014 2.685 0.122  -0.003
9 P 1.073 1.907 0.385  0.009
10 S 1.358 1.129 2.173  -0.388
11 C -2.857 3.187 0.110  -0.741
12 Cl -3.865 1.999 -0.849  -0.099
13 C -3.206 4.670 -0.223  0.104
14 C -3.381 5.022 -1.726  -1.125
15 Cl -2.062 5.875 0.508  -0.163
16 H 6.301 6.148 0.455  0.337
17 H 6.064 5.917 -1.333  0.310
18 H 5.121 7.140 -0.455  0.271
19 H 4.847 4.385 0.672  0.368
20 H 3.652 5.676 0.487  0.310
21 H 3.765 3.357 -1.202  0.369
22 H 4.618 4.609 -2.169  0.449
23 H 2.502 5.995 -2.165  0.438
24 H 1.991 5.162 -0.696  0.428
25 H 1.917 2.965 -2.250  0.505
26 H 1.739 4.156 -3.540  0.385
27 H -0.396 4.640 -3.021  0.342
28 H -0.025 5.037 -1.348  0.422
29 H -1.645 2.930 -2.334  0.115
30 H -0.122 2.095 -2.066  0.781
31 H -1.444 1.374 0.531  0.089
32 H -0.694 3.579 1.181  0.123
33 H 1.412 0.943 -0.623  0.098
34 H 2.057 2.940 0.229  -0.044
35 H -3.209 3.033 1.150  0.509
36 H -4.178 4.870 0.253  0.443
37 H -4.198 5.752 -1.835  0.356
38 H -2.481 5.530 -2.109  0.264
39 H -3.587 4.167 -2.381  0.252
40 C -1.960 -0.670 -5.127  -0.129
41 C -2.205 0.695 -5.034  -0.373
42 C -1.269 1.601 -5.506  -0.219
43 C -0.092 1.131 -6.071  -0.140
44 C 0.167 -0.229 -6.165  -0.335
45 C -0.775 -1.130 -5.688  -0.648
46 N 0.886 2.087 -6.586  1.068
47 O 0.639 3.269 -6.468  -0.618
48 O 1.890 1.648 -7.102  -0.620
49 H -2.687 -1.372 -4.765  0.187
50 H -3.128 1.050 -4.595  0.481
51 H -1.469 2.661 -5.429  0.488
52 H 1.086 -0.593 -6.602  0.469
53 H -0.587 -2.194 -5.757  0.415
54 C 3.884 -1.646 4.720  -0.656
55 C 4.827 -2.169 5.598  -0.342
56 C 6.146 -1.742 5.537  -0.400
57 C 6.504 -0.789 4.594  0.126
58 C 5.573 -0.265 3.708  -0.595
59 C 4.256 -0.699 3.773  -0.091
60 N 7.888 -0.319 4.542  1.021
61 O 8.680 -0.810 5.317  -0.612
62 O 8.165 0.536 3.731  -0.610
63 H 2.853 -1.977 4.774  0.483
64 H 4.532 -2.907 6.333  0.447
65 H 6.875 -2.152 6.221  0.464
66 H 5.856 0.474 2.972  0.513
67 H 3.520 -0.295 3.090  0.228
68 C -7.400 -3.212 -1.252  -0.569
69 C -7.473 -1.937 -1.802  -0.529
70 C -6.665 -1.597 -2.876  -0.389
71 C -5.792 -2.545 -3.391  0.027
72 C -5.706 -3.819 -2.846  -0.187
73 C -6.515 -4.149 -1.770  -0.419
74 N -4.955 -2.201 -4.537  1.000
75 O -5.036 -1.073 -4.981  -0.589
76 O -4.224 -3.060 -4.985  -0.596
77 H -8.036 -3.475 -0.416  0.384
78 H -8.162 -1.209 -1.394  0.394
79 H -6.725 -0.604 -3.300  0.464
80 H -5.022 -4.553 -3.246  0.564
81 H -6.460 -5.136 -1.339  0.428
82 C 3.343 -0.116 10.155  -0.479
83 C 2.048 0.051 10.632  -0.418
84 C 0.971 -0.018 9.759  -0.364
85 C 1.207 -0.259 8.413  -0.117
86 C 2.495 -0.419 7.925  -0.293
87 C 3.566 -0.346 8.803  -0.294
88 N 0.075 -0.357 7.492  1.051
89 O -1.037 -0.194 7.945  -0.615
90 O 0.313 -0.602 6.331  -0.607
91 H 4.180 -0.066 10.839  0.385
92 H 1.877 0.232 11.684  0.371
93 H -0.033 0.112 10.135  0.439
94 H 2.678 -0.600 6.876  0.489
95 H 4.576 -0.472 8.433  0.451
96 C -1.842 -9.210 -3.983  -0.402
97 C -3.187 -8.863 -4.009  -0.565
98 C -3.700 -7.998 -3.053  -0.124
99 C -2.852 -7.487 -2.080  0.087
100 C -1.509 -7.832 -2.040  -0.394
101 C -1.005 -8.699 -2.998  -0.430
102 N -3.381 -6.557 -1.085  0.973
103 O -4.565 -6.286 -1.134  -0.577
104 O -2.613 -6.102 -0.271  -0.601
105 H -1.444 -9.881 -4.734  0.378
106 H -3.836 -9.263 -4.776  0.372
107 H -4.747 -7.731 -3.077  0.441
108 H -0.853 -7.435 -1.278  0.448
109 H 0.041 -8.974 -2.980  0.374